# C7H12N2

A single C7H12N2 molecule in a non-equilibrium geometry (ωB97M-V/def2-TZVPD, OMol25).

Structure (XYZ):
```
21
Properties=species:S:1:pos:R:3:forces:R:3
C -2.108891 -1.029662 0.063619 -2.535 0.259 -0.558
C -1.456105 -0.058989 -0.504155 0.845 0.932 -3.190
C -0.209926 0.515166 0.110482 1.009 1.371 -4.079
N 0.160754 0.044647 1.333839 0.848 1.124 1.365
N 0.754235 -1.109299 1.429501 2.376 -5.024 3.973
C 1.064225 -1.699686 2.638947 -1.978 3.605 -1.439
C 0.196356 1.967773 -0.383646 -0.770 0.348 -0.341
C 0.937095 0.728566 -0.844840 -1.104 1.765 -0.363
C 0.840437 0.299981 -2.251244 0.169 -0.708 -0.400
H -3.112151 -1.104165 -0.455185 1.152 -1.332 1.230
H -1.748705 -1.406437 0.999762 -0.668 -0.552 0.404
H -1.787911 0.107944 -1.671440 0.711 0.484 3.412
H -0.523463 0.238988 1.975716 -1.597 0.578 2.683
H 1.358347 -2.737974 2.732672 0.330 0.205 -0.885
H 0.916921 -1.205001 3.714573 -0.067 -0.591 -2.520
H 0.814900 2.641255 0.315071 -1.468 -1.044 -1.148
H -0.532613 2.442832 -1.182016 1.483 -0.799 2.045
H 1.925648 0.848997 -0.558203 1.677 -0.751 1.472
H 1.649470 0.922481 -2.838943 -2.284 -1.112 0.479
H 1.169182 -0.793386 -2.257927 -0.633 1.278 -0.476
H -0.307806 0.385967 -2.366582 2.504 -0.036 -1.665
```
Positions in Å, forces in eV/Å.

Properties
- HOMO-LUMO gap: 9.474 eV
- E: -10428.0127 eV
- F_max: 6.83 eV Å⁻¹

These are the Mulliken partial charges, in e, on atoms 1 to 5: C -0.99; C -0.54; C 1.22; N -0.02; N -0.50